Molecular formula: C9H17BrNO6PS
Method: DFT, ωB97M-V/def2-TZVPD

Each line ends with the Löwdin charge.
Cartesian coordinates (Å):
C 0.68428 -4.39097 -0.91391  0.03
C 0.50282 -3.05922 -0.24682  -0.53
O 1.19847 -2.09956 -0.43894  0.10
O -0.56349 -3.04714 0.57670  -0.01
C -0.55535 -2.11592 1.67506  -0.14
C -1.59600 -1.00990 1.48931  -0.14
C -1.10738 0.43970 1.27957  -0.11
C 0.25260 0.65779 0.60730  -0.32
O 0.90208 1.62363 1.50650  -0.32
S 2.52076 1.65581 1.43549  0.93
O 2.98307 1.92156 2.76994  -0.37
O 2.60045 3.09199 0.67729  -0.31
C 2.19065 2.98954 -0.69238  -0.31
C 0.68967 2.69075 -0.87595  -0.63
Br 0.27829 3.55443 -2.61339  0.69
C 0.33000 1.19051 -0.85978  -0.42
P -1.06045 0.81825 -2.07171  0.82
N -2.31218 1.84496 -1.45793  -0.19
O -1.53852 -0.67902 -1.54902  -0.31
H 0.51214 -5.21194 -0.22295  0.09
H -0.02711 -4.46221 -1.73957  0.10
H 1.68228 -4.42634 -1.34151  0.09
H -0.81619 -2.71611 2.54533  0.13
H 0.45661 -1.74292 1.83081  0.12
H -2.22082 -1.00343 2.38482  0.11
H -2.25950 -1.34294 0.69182  0.09
H -1.03610 0.90157 2.26309  0.12
H -1.87514 1.01287 0.76131  0.09
H 0.86309 -0.24020 0.64135  0.09
H 2.78256 2.22064 -1.20026  0.12
H 2.44268 3.94808 -1.13405  0.09
H 0.09542 3.24238 -0.15402  0.10
H 1.17116 0.66489 -1.32895  0.10
H -3.07182 1.37912 -0.97413  0.03
H -2.71386 2.36671 -2.22915  0.02
H -2.38516 -0.66731 -1.09129  0.03

LUMO level ... 0.45 eV
E_HOMO ... -8.5163 eV
Orbital gap ... 8.969 eV

---

Molecular formula: C36H30BiN6O5S
Method: DFT, ωB97M-V/def2-TZVPD

Each line ends with the Löwdin charge.
Cartesian coordinates (Å):
Bi 0.46740 -2.75980 -1.75815  1.97
O 2.10118 -4.57657 3.20725  0.04
C 3.29382 -4.23925 2.73131  -0.27
C 4.44212 -4.30177 3.55486  -0.01
C 5.68784 -3.99921 3.03362  -0.08
C 5.82959 -3.60680 1.70123  -0.10
C 4.73197 -3.51557 0.86603  -0.03
C 3.45877 -3.82405 1.37775  -0.09
C 2.28709 -3.70297 0.50522  -0.44
O 2.46087 -3.09344 -0.61856  -0.24
N 1.13715 -4.17417 0.95301  0.02
N 0.13819 -4.23637 0.02583  -0.14
C -0.96126 -4.89563 0.31621  -0.07
C -2.05273 -5.18595 -0.55031  -0.17
C -3.14692 -5.88613 0.03294  -0.05
C -4.12424 -6.43394 -0.77142  -0.09
C -4.06513 -6.25655 -2.16399  -0.08
C -3.12038 -5.45487 -2.76343  -0.01
C -2.10068 -4.82090 -1.98021  -0.34
O -1.28083 -3.98524 -2.53879  -0.32
H 1.44830 -4.54493 2.40117  0.06
H 4.33798 -4.62767 4.59715  0.12
H 6.56543 -4.01682 3.68290  0.11
H 6.81389 -3.38764 1.28742  0.10
H 4.81226 -3.21729 -0.19136  0.12
H -1.04230 -5.28104 1.34682  0.15
H -3.19861 -6.01915 1.12274  0.12
H -4.92999 -7.02279 -0.34242  0.10
H -4.81413 -6.77385 -2.76029  0.11
H -3.11965 -5.30989 -3.84903  0.11
C -1.11400 10.24468 3.74169  -0.06
O -0.20994 9.70488 2.76495  -0.09
C -0.32048 8.38811 2.41429  -0.25
C -1.29586 7.48493 2.91596  -0.01
C -1.25128 6.16915 2.49834  -0.02
C -0.29066 5.73898 1.55275  -0.17
C 0.65492 6.65242 1.04029  -0.01
C 0.64410 7.95631 1.48208  0.01
C -0.20349 4.39119 1.07653  -0.23
N 0.73445 3.99211 0.19633  0.18
C 0.51760 2.66566 -0.00990  -0.17
C -0.58059 2.20653 0.75959  -0.12
N -1.00676 3.32212 1.43590  0.18
C -1.04142 0.86819 0.74018  -0.06
C -2.11385 0.39690 1.53889  0.03
C -2.47976 -0.92628 1.38268  -0.01
C -1.80643 -1.73486 0.44979  -0.08
N -0.67532 -1.36311 -0.15857  -0.01
C -0.30225 -0.05411 -0.09011  -0.11
C 0.86943 0.40482 -0.85859  -0.13
N 1.56522 -0.50897 -1.58251  -0.04
C 2.64943 -0.12017 -2.22906  -0.11
C 3.08491 1.21143 -2.25455  -0.03
C 2.40926 2.19064 -1.55605  0.03
C 1.28224 1.78167 -0.81630  -0.07
H -0.86860 11.30967 3.86113  0.10
H -1.00588 9.71412 4.69891  0.10
H -2.15667 10.16258 3.40082  0.09
H -2.06527 7.80908 3.63019  0.11
H -1.98015 5.44117 2.88818  0.11
H 1.36906 6.27060 0.29961  0.12
H 1.35376 8.68667 1.08819  0.13
H -1.75405 3.35595 2.12216  0.16
H -2.62809 1.06162 2.24169  0.13
H -3.31010 -1.34057 1.95705  0.12
H -2.23580 -2.68020 0.14648  0.11
H 3.20379 -0.90005 -2.75030  0.13
H 3.97622 1.44729 -2.82912  0.12
H 2.72683 3.24209 -1.56105  0.13
C -0.98385 0.66310 -4.83409  -0.25
S -0.89615 -1.05020 -4.39331  0.82
C -2.36177 -1.65879 -5.18477  -0.25
O -1.18747 -1.07921 -2.89997  -0.66
H -1.95407 1.07505 -4.49907  0.08
H -0.84534 0.74455 -5.93266  0.08
H -0.15795 1.17908 -4.31597  0.06
H -3.24802 -1.08078 -4.82713  0.08
H -2.48405 -2.71698 -4.90941  0.05
H -2.28281 -1.56879 -6.28765  0.08

Charge ... +1
LUMO level ... -3.41 eV
E_HOMO ... -9.6635 eV
Relative energy (zero: lowest compared OMol25 entry of this formula, charge and spin) ... 0.0 kcal per mole
Orbital gap ... 6.250 eV

---

Molecular formula: C47H132O19
Method: DFT, ωB97M-V/def2-TZVPD

Each line ends with the Löwdin charge.
Cartesian coordinates (Å):
C 2.88619 4.80186 1.74649  -0.07
C 2.86544 3.49254 1.02397  -0.29
O 2.47181 2.57389 2.01332  -0.12
H 1.88621 5.06353 2.09243  0.07
H 3.42624 5.56116 1.18088  0.08
H 3.53391 4.85311 2.62167  0.07
H 3.83460 3.10220 0.71339  0.11
H 2.14654 3.32811 0.22131  0.10
H 1.54029 2.72219 2.19190  0.03
C -2.01485 -0.24846 5.34942  -0.07
C -1.37902 -1.60597 5.63376  -0.34
O -2.28820 -2.65199 5.55811  -0.07
H -1.15996 0.42619 5.39536  0.06
H -2.77716 0.08514 6.05348  0.08
H -2.45690 -0.22910 4.35326  0.07
H -1.00022 -1.38011 6.63056  0.11
H -0.56031 -1.86932 4.96409  0.11
H -3.00614 -2.35377 6.12134  0.09
C -3.03264 2.12840 -2.80166  -0.08
C -3.06944 2.74014 -4.18191  -0.35
O -3.12533 1.74705 -5.11208  -0.06
H -3.78412 1.35287 -2.65352  0.08
H -3.01638 2.85709 -1.99121  0.07
H -2.00802 1.76921 -2.70551  0.05
H -2.25889 3.44687 -4.35980  0.12
H -3.96717 3.33637 -4.34528  0.09
H -3.83008 1.14522 -4.86165  0.08
C 2.07028 0.65480 5.41877  -0.06
C 2.44119 1.75251 6.51079  -0.27
O 2.58643 1.09042 7.75913  -0.09
H 1.30563 -0.04956 5.74635  0.05
H 2.88747 -0.03779 5.21730  0.05
H 1.80125 1.13428 4.47759  0.06
H 1.66646 2.51886 6.53552  0.09
H 3.37058 2.29044 6.32385  0.10
H 3.39375 1.29242 8.23771  0.08
C -1.18555 3.48494 4.22203  -0.05
C -1.36245 2.74433 2.90767  -0.32
O -0.16280 2.24118 2.43843  -0.08
H -2.10806 3.60967 4.78905  0.08
H -0.68310 4.44097 4.07488  0.06
H -0.48831 2.99837 4.90408  0.06
H -1.79045 3.42316 2.17005  0.08
H -2.10256 1.96650 3.09556  0.08
H -0.34150 1.43091 1.95559  0.05
C 2.99755 -2.99734 2.66525  -0.08
C 2.45801 -4.23817 2.03998  -0.31
O 3.51252 -5.16458 1.72386  -0.08
H 2.28075 -2.19634 2.84601  0.07
H 3.71675 -2.70504 1.90013  0.06
H 3.49082 -3.18132 3.61968  0.08
H 1.87578 -3.96855 1.15883  0.11
H 1.84797 -4.71871 2.80485  0.11
H 3.56009 -5.84470 2.39971  0.09
C -6.11862 4.95784 -3.21459  -0.09
C -5.86536 4.15426 -1.92089  -0.29
O -4.96944 5.06730 -1.29852  -0.11
H -6.81607 4.46006 -3.88829  0.07
H -5.22244 5.30548 -3.72851  0.07
H -6.58234 5.88628 -2.88133  0.07
H -5.31726 3.24009 -2.14887  0.08
H -6.68305 3.98435 -1.22045  0.11
H -4.87244 4.74517 -0.39940  0.01
C -4.35610 -3.62054 -4.01566  -0.07
C -3.62003 -2.29624 -4.31700  -0.33
O -3.94532 -1.21025 -3.54109  -0.06
H -4.31646 -3.83843 -2.94840  0.07
H -4.00683 -4.50348 -4.55092  0.07
H -5.37983 -3.84023 -4.31870  0.07
H -3.86761 -1.98687 -5.33243  0.11
H -2.55105 -2.50642 -4.28243  0.11
H -3.46244 -1.22555 -2.71153  0.06
C -1.43690 -0.55562 -7.31059  -0.08
C -1.65560 -1.87168 -8.05093  -0.30
O -1.75070 -3.01344 -7.18481  -0.08
H -2.43378 -0.18100 -7.07821  0.06
H -0.90988 0.18247 -7.91522  0.08
H -0.91117 -0.62093 -6.35799  0.06
H -0.74473 -2.05275 -8.62158  0.10
H -2.45047 -1.83032 -8.79563  0.11
H -2.42367 -2.78512 -6.53940  0.03
C 2.18646 -6.89860 -2.88493  -0.08
C 3.06695 -6.47374 -1.77453  -0.38
O 2.25906 -6.20572 -0.74581  -0.08
H 1.50218 -6.11188 -3.20262  0.08
H 1.62781 -7.79118 -2.60329  0.07
H 2.70566 -7.24203 -3.77969  0.08
H 3.56177 -5.53099 -2.00796  0.11
H 3.77739 -7.24821 -1.48544  0.13
H 2.83078 -5.97388 -0.01029  0.06
C 0.91218 4.09401 -3.04501  -0.07
C 1.86375 2.93463 -2.86998  -0.46
C 1.57060 1.90114 -3.98625  -0.04
O 3.15663 3.51829 -3.04741  -0.05
H 1.12831 4.91344 -2.35949  0.07
H -0.12077 3.85835 -2.78894  0.07
H 1.06452 4.57987 -4.00877  0.09
H 1.69427 2.59463 -1.84833  0.11
H 2.16951 0.99193 -3.93392  0.05
H 1.73994 2.30693 -4.98362  0.09
H 0.53532 1.56686 -3.91880  0.08
H 3.39652 3.41311 -3.97099  0.08
C 1.19839 -1.63198 -4.51341  -0.04
C 2.45323 -1.81944 -3.61170  -0.46
C 2.41311 -2.95971 -2.62461  -0.05
O 3.65873 -2.07896 -4.35413  -0.06
H 1.40329 -0.83320 -5.22618  0.07
H 0.24718 -1.47193 -4.00579  0.06
H 1.07448 -2.57475 -5.04627  0.08
H 2.63045 -0.84935 -3.14735  0.11
H 3.26898 -3.02879 -1.95318  0.06
H 2.30619 -3.91920 -3.13063  0.07
H 1.56464 -2.83187 -1.95240  0.07
H 4.32563 -1.87155 -3.69548  0.03
C -3.28634 -4.34744 2.62640  -0.01
C -2.79205 -3.27758 1.63873  -0.47
C -3.90513 -2.51401 0.96426  -0.06
O -1.92892 -2.29244 2.17155  -0.05
H -4.35573 -4.55583 2.65934  0.09
H -3.15527 -3.96877 3.64008  0.06
H -2.65035 -5.20206 2.39566  0.07
H -2.35622 -3.77667 0.77324  0.12
H -3.53086 -1.86053 0.17625  0.06
H -4.46834 -1.91969 1.68376  0.09
H -4.58732 -3.16013 0.41176  0.08
H -1.84318 -2.57101 3.08624  0.06
C 5.93719 0.49352 -1.39207  -0.03
C 6.11145 -1.01343 -1.25350  -0.49
C 5.10663 -1.56615 -0.26312  -0.07
O 5.68369 -1.72883 -2.34806  -0.06
H 6.38513 0.69213 -2.36572  0.09
H 6.23662 1.07392 -0.51938  0.08
H 4.88980 0.77598 -1.49833  0.07
H 7.15813 -1.24360 -1.05449  0.15
H 5.30223 -2.61078 -0.02107  0.08
H 4.06551 -1.38445 -0.52985  0.07
H 5.27948 -1.07026 0.69203  0.06
H 6.38808 -2.27844 -2.69929  0.12
C -0.83157 7.24206 2.14710  -0.04
C -1.69821 6.67918 1.01810  -0.52
C -0.90283 5.65281 0.24473  -0.04
O -2.80552 6.07787 1.52674  -0.03
H -0.87893 6.52698 2.96839  0.06
H -1.26803 8.15652 2.54882  0.08
H 0.23251 7.30638 1.91975  0.08
H -1.86294 7.50714 0.32855  0.14
H 0.09759 5.93064 -0.08705  0.08
H -1.44587 5.36595 -0.65579  0.08
H -0.88573 4.77329 0.88835  0.07
H -3.40222 6.73731 1.88826  0.12
C -0.56831 -7.95826 -0.74326  -0.05
C -1.05333 -6.81961 0.15899  -0.50
C -0.32462 -6.96434 1.48301  -0.07
O -0.65380 -5.64824 -0.44010  -0.05
H -0.90656 -7.71078 -1.74946  0.09
H -0.89137 -8.95146 -0.43134  0.08
H 0.51984 -8.02183 -0.74371  0.06
H -2.12052 -6.73096 0.36231  0.13
H -0.16334 -6.00618 1.97699  0.06
H 0.73420 -7.19856 1.37280  0.07
H -0.85737 -7.51649 2.25723  0.08
H 0.16645 -5.87053 -0.88663  0.05
C 7.34357 2.22547 3.22710  -0.04
C 5.82086 2.07316 3.17491  -0.50
C 5.33519 0.76055 3.70441  -0.05
O 5.06606 3.13482 3.75722  -0.05
H 7.77359 1.56733 2.47209  0.08
H 7.66131 1.84423 4.19756  0.07
H 7.74332 3.23871 3.18634  0.08
H 5.53657 2.03689 2.12326  0.11
H 4.31866 0.88396 4.07796  0.05
H 5.86512 0.46819 4.61095  0.08
H 5.48897 -0.01816 2.95738  0.07
H 4.21893 2.97788 3.33374  0.03
C 0.88329 -0.81942 0.33959  -0.03
C -0.32084 -0.05684 -0.11198  -0.46
C -1.15117 -0.61962 -1.22281  -0.03
O -1.21360 0.11796 0.98816  -0.06
H 0.72451 -1.85607 0.63663  0.07
H 1.31826 -0.31217 1.20075  0.09
H 1.63063 -1.03758 -0.42329  0.06
H 0.08367 0.90613 -0.42368  0.14
H -1.50023 -1.59120 -0.87313  0.08
H -0.48545 -0.73500 -2.07815  0.07
H -1.96464 0.04949 -1.50327  0.06
H -1.44865 -0.71605 1.40142  0.05
C -4.60375 1.93310 2.32768  -0.03
C -5.06853 3.18068 1.47524  -0.48
C -5.74481 4.27162 2.19379  -0.04
O -3.89556 3.58258 0.82253  -0.08
H -4.21541 2.24770 3.29635  0.07
H -3.89674 1.27309 1.82507  0.07
H -5.50194 1.33596 2.48504  0.07
H -5.68273 2.83762 0.64266  0.13
H -5.94053 4.91145 1.33333  0.08
H -5.26265 4.76606 3.03708  0.09
H -6.73677 3.99447 2.55061  0.09
H -3.49076 4.35392 1.22599  0.04

LUMO level ... 0.45 eV
E_HOMO ... -9.6004 eV
Relative energy (zero: lowest compared OMol25 entry of this formula, charge and spin) ... 76.3 kcal per mole
Orbital gap ... 10.051 eV

---

Molecular formula: C4H12FN2PS
Method: DFT, ωB97M-V/def2-TZVPD

Each line ends with the Löwdin charge.
Cartesian coordinates (Å):
C 2.83554 1.47106 0.46876  -0.19
C 1.49789 0.73870 0.75409  -0.39
P 0.18637 1.92725 0.12218  0.85
F 0.58929 1.85840 -1.40752  -0.29
N -1.24796 0.99105 0.06922  -0.62
S -3.05583 1.15089 0.55685  0.69
N -1.05172 -0.29697 -0.29981  -0.45
C -1.23097 -1.28868 0.78663  -0.11
C -1.68470 -0.81360 -1.52793  -0.13
H 2.92053 2.38768 1.02595  0.05
H 3.81321 0.84095 0.58150  0.10
H 2.86276 1.80015 -0.56761  0.04
H 1.42412 0.70043 1.84664  0.07
H 1.22864 -0.21266 0.32804  0.05
H -3.43135 1.84484 -0.58126  -0.14
H -2.22718 -1.38880 1.24297  0.05
H -1.03079 -2.31404 0.24205  0.12
H -0.47202 -1.03239 1.51858  0.06
H -2.74571 -1.02250 -1.37723  0.04
H -1.68485 0.04364 -2.42444  0.14
H -1.35762 -1.78077 -1.95884  0.07

LUMO level ... 0.41 eV
E_HOMO ... -8.6150 eV
Relative energy (zero: lowest compared OMol25 entry of this formula, charge and spin) ... 64.6 kcal per mole
Orbital gap ... 9.022 eV
SMILES string ... CCP(F)N(S)N(C)C

---

- Which of these has the highest E_HOMO?
  C9H17BrNO6PS

---

- orbital gap of number 3 (C47H132O19)?
  10.051 eV